# C3H4N2O3

The molecule C3H4N2O3 in a non-equilibrium geometry (ωB97M-V/def2-TZVPD, the Open Molecules 2025 dataset).

The geometry in XYZ format:
```
12
Properties=species:S:1:pos:R:3:nbo_charge:R:1
H -1.834 1.976 -0.038 0.4202
N -0.712 1.692 -0.036 -0.7218
C -0.198 0.485 0.259 0.6643
N 1.178 0.399 0.219 -0.6350
C 2.146 -0.543 -0.021 0.5178
O 3.379 -0.176 -0.315 -0.5914
O -0.709 -0.819 0.379 -0.5096
C -2.043 -0.870 -0.096 0.6658
O -2.909 -0.101 -0.342 -0.4996
H 1.624 1.261 0.188 0.4273
H 1.698 -1.666 -0.095 0.1525
H -2.254 -1.870 0.032 0.1094
```

Summary:
SMILES: [H]/N=C(/NC=O)OC=O
total charge: 0
LUMO level: 0.10 eV
Kohn-Sham gap: 0.376 Ha
HOMO: -10.120 eV
energy relative to the best compared isomer or geometry (same formula, charge and spin): 272.4 kJ/mol



# C12H15PS

The molecule C12H15PS in a non-equilibrium geometry (ωB97M-V/def2-TZVPD, the Open Molecules 2025 dataset).

The geometry in XYZ format:
```
29
Properties=species:S:1:pos:R:3:nbo_charge:R:1
C 0.285 1.664 3.173 -0.2228
C -0.813 2.021 2.404 -0.1909
C 1.361 1.067 2.536 -0.1670
C -0.847 1.870 1.034 -0.2996
C 1.309 0.797 1.130 -0.1852
C 0.172 1.177 0.471 0.0021
C 2.513 0.227 0.446 -0.1405
C 2.515 0.064 -0.890 -0.5662
C -2.461 -1.548 0.013 -0.6017
C -1.781 -1.100 -1.208 -0.3816
C -0.317 -1.620 -1.358 -0.3976
C 0.436 -0.870 -2.510 -0.8200
P 1.106 0.668 -1.863 1.1518
S 1.673 2.030 -3.158 -0.4877
H 0.297 1.957 4.185 0.2195
H -1.740 2.338 2.896 0.2156
H 2.160 0.665 3.140 0.2116
H -1.770 2.369 0.519 0.2425
H 3.309 -0.153 1.057 0.2165
H 3.455 -0.283 -1.302 0.2468
H -1.936 -1.173 0.828 0.2114
H -3.461 -1.422 -0.098 0.2132
H -2.250 -2.618 0.007 0.1897
H -1.672 -0.058 -1.241 0.1944
H -2.221 -1.556 -2.077 0.1899
H -0.559 -2.708 -1.425 0.2164
H 0.269 -1.406 -0.381 0.2069
H -0.282 -0.776 -3.401 0.2604
H 1.249 -1.621 -2.927 0.2720
```

Summary:
total charge: 0
LUMO level (spin up / spin down): -0.56 / -0.56 eV
Kohn-Sham gap (spin up / spin down): 0.283 / 0.283 Ha
HOMO (spin up / spin down): -8.263 / -8.263 eV
energy relative to the best compared isomer or geometry (same formula, charge and spin): 202.5 kJ/mol